Entry 1:
15
Properties=species:S:1:pos:R:3:forces:R:3 method="wB97M-V/def2-TZVPD" e_tot_ha=-287.7609 fmax_ev_per_a=0.3 charge=0 smiles=C[C@@H](O)[C@H]1CN1 e_homo_ev=-9.87 gap_ev=10.89 lumo_ev=1.0 e_above_lowest_ev=1.948
C -1.961 0.012 -0.354 -0.042 -0.040 -0.026
C -0.638 0.610 0.120 -0.067 0.038 -0.225
O -0.630 0.783 1.518 0.037 -0.101 0.148
C 0.527 -0.269 -0.328 -0.157 -0.155 -0.269
C 1.941 0.149 -0.285 0.193 0.197 -0.083
N 1.407 -0.759 0.729 0.072 -0.294 0.091
H -2.807 0.571 0.058 0.156 -0.021 -0.049
H -2.026 0.040 -1.449 0.011 -0.007 0.151
H -2.055 -1.032 -0.032 0.039 0.150 0.005
H -0.510 1.601 -0.338 -0.093 -0.092 0.080
H -0.025 0.107 1.872 0.018 0.210 -0.051
H 0.279 -0.978 -1.118 0.008 0.119 0.094
H 2.219 1.132 0.088 -0.134 -0.119 -0.044
H 2.588 -0.246 -1.068 -0.018 0.015 0.242
H 1.691 -1.722 0.586 -0.023 0.101 -0.063

Entry 2:
13
Properties=species:S:1:pos:R:3:forces:R:3 method="wB97M-V/def2-TZVPD" spin_multiplicity=2 e_tot_ha=-174.2936 fmax_ev_per_a=4.1 charge=-1 e_homo_ev="1.32 / -4.30" gap_ev="2.16 / 7.87" lumo_ev="3.5 / 3.6" e_above_lowest_ev=2.585
C 0.513 -4.376 3.040 0.220 -1.684 0.477
H 0.548 -4.925 4.074 0.355 1.264 -1.737
H 1.497 -4.504 2.421 -1.960 0.498 1.316
H -0.332 -4.883 2.548 0.528 -0.237 -0.299
H 0.090 -3.374 3.131 0.858 0.232 0.186
C 0.678 2.020 -1.790 -3.724 -0.799 -0.611
C -1.440 3.756 -2.125 3.050 -1.052 2.542
N -0.339 3.152 -1.861 0.467 0.395 0.509
H 0.391 1.237 -0.961 0.381 1.586 -0.673
H 0.699 1.324 -2.663 0.094 0.800 0.208
H 1.599 2.513 -1.633 1.045 0.052 0.308
H -1.661 4.668 -1.501 0.132 -0.289 -0.721
H -2.243 3.393 -2.681 -1.447 -0.766 -1.505

Entry 3:
72
Properties=species:S:1:pos:R:3:forces:R:3 method="wB97M-V/def2-TZVPD" spin_multiplicity=6 e_tot_ha=-2928.4761 fmax_ev_per_a=3.4 charge=0 e_homo_ev="-6.73 / -6.82" gap_ev="6.75 / 6.33" lumo_ev="0.0 / -0.5"
Mn 14.128 15.825 7.492 -1.145 0.275 0.551
C 17.909 16.981 9.111 0.718 -0.834 -0.017
C 16.519 17.109 8.567 -0.818 1.739 0.541
O 15.896 16.024 8.219 1.157 0.374 0.225
C 16.012 18.430 8.634 1.825 -1.249 -0.408
C 14.661 18.777 8.521 -2.112 -0.979 -1.083
C 14.138 20.158 8.792 0.612 0.301 0.771
N 13.753 17.820 8.165 3.324 0.368 0.613
N 12.465 18.067 8.380 -2.459 0.044 0.152
C 11.695 17.007 8.191 1.542 2.185 -0.498
O 12.122 15.859 7.813 1.236 -1.474 -0.357
C 10.271 17.225 8.169 -2.798 0.331 0.659
C 9.617 18.423 8.550 0.295 -0.537 -0.351
C 8.236 18.566 8.443 0.837 -1.122 -0.330
C 7.471 17.512 7.957 0.323 -0.590 -0.507
C 8.080 16.310 7.597 0.280 -0.028 0.422
C 9.439 16.168 7.758 1.471 -0.336 -0.051
H 18.032 17.578 10.053 -0.038 -0.783 -0.855
H 18.646 17.331 8.368 -0.208 -0.017 0.291
H 18.090 15.894 9.240 0.171 0.703 0.328
H 16.856 19.147 8.826 -1.522 -0.330 -0.010
H 13.193 20.025 9.300 -0.257 0.272 0.025
H 13.970 20.724 7.875 -0.094 -0.227 -0.114
H 14.809 20.773 9.424 -0.170 -0.514 -0.314
H 10.183 19.267 8.903 0.307 0.054 0.050
H 7.818 19.499 8.715 -0.584 0.703 0.214
H 6.424 17.570 7.774 -0.719 0.418 0.177
H 7.563 15.425 7.237 -0.413 0.402 0.042
H 9.958 15.216 7.556 -0.531 0.539 -0.057
C 13.727 11.777 5.481 0.287 0.854 0.068
C 13.376 10.831 6.576 -1.676 -1.389 -0.788
C 12.526 9.746 6.196 0.327 0.671 0.328
C 12.204 8.740 7.099 -0.578 -0.013 -0.596
C 12.620 8.848 8.428 -0.005 -0.422 -0.076
C 13.364 9.946 8.818 0.332 0.402 -0.110
C 13.761 10.931 7.886 0.182 0.299 1.104
Sb 14.804 12.756 8.426 0.660 -0.873 0.642
C 16.881 11.861 8.503 -0.747 -0.242 -0.267
C 17.657 12.713 7.734 1.160 0.002 -0.811
C 18.828 12.259 7.074 0.409 0.535 0.696
C 19.325 11.004 7.356 -0.324 -0.888 0.684
C 18.642 10.193 8.277 -0.702 1.566 -0.725
C 17.383 10.558 8.789 1.241 0.189 -0.080
C 16.727 9.556 9.687 -0.741 -0.331 -0.400
C 14.093 12.975 10.456 1.515 0.388 -0.953
C 12.827 12.568 10.750 -0.587 -0.489 0.850
C 12.404 12.600 12.076 0.163 0.282 -0.406
C 13.172 13.198 13.068 -0.417 -1.160 0.584
C 14.437 13.631 12.752 -0.002 0.375 -1.868
C 14.919 13.546 11.423 -0.646 -0.707 1.228
C 16.319 13.952 11.139 0.119 1.601 0.664
H 13.263 11.407 4.564 0.271 0.343 -0.034
H 14.824 11.772 5.381 -0.306 0.237 -0.289
H 13.388 12.829 5.676 0.274 -0.874 -0.194
H 12.081 9.844 5.194 0.297 -0.658 0.449
H 11.565 7.892 6.779 0.486 0.670 0.279
H 12.338 8.051 9.128 0.210 0.480 -0.148
H 13.668 10.074 9.854 -0.109 -0.140 -0.075
H 17.383 13.769 7.670 -0.057 -0.282 -0.367
H 19.493 12.899 6.492 -0.643 0.190 -0.007
H 20.260 10.607 6.944 -0.357 0.476 0.013
H 19.105 9.293 8.591 0.158 -0.896 0.225
H 17.409 8.749 10.088 -0.665 1.103 -0.441
H 15.937 9.081 9.066 0.299 -0.040 0.641
H 16.232 10.123 10.475 -0.077 -0.420 0.333
H 12.218 12.132 9.973 -0.277 -0.098 0.065
H 11.502 12.098 12.323 -0.888 -0.061 0.265
H 12.806 13.126 14.108 0.325 0.400 -0.642
H 15.083 14.123 13.425 0.480 0.285 1.052
H 17.038 13.157 11.234 0.198 -0.538 -0.428
H 16.647 14.699 11.899 -0.258 -0.305 -0.493
H 16.347 14.464 10.175 0.444 -0.208 -0.079

Entry 4:
16
Properties=species:S:1:pos:R:3:forces:R:3 method="wB97M-V/def2-TZVPD" spin_multiplicity=3 e_tot_ha=-387.8027 fmax_ev_per_a=4.6 charge=0 e_homo_ev="-4.55 / -9.74" gap_ev="5.65 / 7.30" lumo_ev="1.1 / -2.4" e_above_lowest_ev=2.123
C 0.731 1.406 0.454 4.412 0.525 0.376
C -0.494 0.965 0.418 -1.764 -2.984 -1.225
C 1.613 -0.888 -0.005 0.987 -0.741 -0.273
C 1.925 0.621 -0.119 -0.795 -1.186 1.640
C -0.880 -0.251 -0.289 -3.662 2.700 0.170
C -2.193 -0.910 -0.024 -0.804 0.481 2.503
N 0.506 -1.470 -0.081 2.698 0.194 -0.591
F -0.751 -0.136 -1.644 1.263 -0.752 -0.508
H 1.129 2.256 0.973 -0.711 0.731 0.148
H -1.349 1.458 0.757 -1.023 0.817 1.254
H 2.569 -1.487 0.018 -0.761 -0.027 0.694
H 2.030 0.838 -1.135 0.416 0.517 -2.119
H 2.934 0.794 0.359 -1.342 -0.055 -0.250
H -3.001 -0.142 0.026 0.493 -0.274 -0.140
H -2.223 -1.394 0.992 0.226 0.427 -0.842
H -2.546 -1.658 -0.700 0.368 -0.372 -0.837